Density functional theory data (ωB97M-V with the def2-TZVPD basis set) for a structure of composition C21H23BaN4O4 at a distorted geometry.

LUMO level: -3.09 eV
HOMO level: -0.42547 Eh
Relative energy (zero: lowest compared OMol25 entry of this formula, charge and spin): 122.8 kJ/mol
Strongest force on any atom: 0.1053 hartree/bohr

The geometry in ORCA input format:
```
! RIJCOSX wB97M-V def2-TZVPD def2/J DEFGRID3
* xyz 1 1
Ba -0.2828 0.3268 0.1042
O -1.1663 2.0387 -1.1886
C -2.5780 1.8313 -0.8924
C -2.9026 0.3083 -1.1252
O -4.0566 -0.0208 -1.2509
O -1.8731 -0.4684 -1.0866
C -3.4595 2.6939 -1.7768
C -4.7944 2.8807 -1.4297
C -5.6095 3.6799 -2.2117
C -5.1049 4.3078 -3.3427
C -3.7832 4.1119 -3.7007
C -2.9647 3.2995 -2.9263
C -2.7946 2.1825 0.5804
C -3.3061 1.2762 1.5086
C -3.5440 1.6758 2.8205
C -3.2544 2.9684 3.2211
C -2.7280 3.8726 2.3054
C -2.5041 3.4849 0.9969
H -1.1057 2.8843 -1.6558
H -5.1991 2.3885 -0.5566
H -6.6467 3.8136 -1.9346
H -5.7420 4.9403 -3.9458
H -3.3818 4.5761 -4.5918
H -1.9523 3.1217 -3.2777
H -3.6081 0.2847 1.1878
H -3.9729 0.9738 3.5236
H -3.4506 3.2804 4.2381
H -2.5128 4.8892 2.6075
H -2.1345 4.2101 0.2810
O 0.0966 -0.9609 -3.1512
C 0.7590 -0.4990 -2.3764
C 2.3113 -2.2167 1.3850
N 2.8213 -3.4492 1.9472
C 2.4122 -4.5637 1.0868
N 0.9539 -4.6400 0.9719
C 0.4625 -3.3943 0.4191
N 0.8281 -2.2186 1.2597
C 0.2759 -2.4695 2.6189
N 0.7637 -3.7048 3.1955
C 2.2258 -3.6441 3.2718
C 0.3915 -4.8154 2.3129
H 2.7455 -2.0714 0.3918
H 2.6075 -1.3839 2.0295
H 2.7877 -5.4957 1.5090
H 2.8471 -4.4311 0.0941
H -0.6257 -3.4399 0.3342
H 0.8882 -3.2562 -0.5786
H -0.8144 -2.5165 2.5487
H 0.5594 -1.6384 3.2716
H 2.5997 -4.5750 3.6978
H 2.5205 -2.8203 3.9253
H -0.6964 -4.8736 2.2440
H 0.7636 -5.7473 2.7382
*
```

These are the Mulliken partial charges, in e, on atoms 1 to 8: atom 1 (Ba): 1.865, atom 2 (O): -0.866, atom 3 (C): 1.545, atom 4 (C): 0.172, atom 5 (O): -0.558, atom 6 (O): -0.815, atom 7 (C): -0.365, atom 8 (C): -0.187